Formula: C3H11N4
Source: OMol25
Level of theory: ωB97M-V with the def2-TZVPD basis set

CARTESIAN COORDINATES (ANGSTROEM)
C -0.9590 0.6386 2.3852
C -0.2529 -1.6241 -1.3712
C 1.3927 0.1723 -1.2940
N -0.9882 0.7032 1.1069
N -1.9364 0.9853 3.2155
N 0.6297 0.9686 -0.6055
N 1.0462 -1.0501 -1.6383
H -0.0506 0.2675 2.8472
H -0.2947 -2.0696 -0.3756
H -1.0109 -0.8461 -1.4439
H -0.4619 -2.3952 -2.1087
H 2.3721 0.4914 -1.6472
H -0.1268 0.6730 0.1651
H -1.8477 0.8991 4.2135
H -2.8101 1.3450 2.8591
H 1.0114 1.8896 -0.4394
H -1.8657 1.0563 0.7314
H 1.7087 -1.6205 -2.1424

**HOMO energy**: -13.83 eV
**Total charge**: +1
**HOMO-LUMO gap**: 11.39 eV

In elementary charge units, the natural (NBO) charges are: 0.37, -0.43, 0.38, -0.77, -0.76, -0.76, -0.53, 0.19, 0.22, 0.22, 0.23, 0.21, 0.41, 0.42, 0.41, 0.40, 0.36, 0.42



Formula: C3H11N4
Source: OMol25
Level of theory: ωB97M-V with the def2-TZVPD basis set

CARTESIAN COORDINATES (ANGSTROEM)
N 0.3896 -2.1604 2.3040
C 0.2021 -1.4776 1.1680
N 1.1871 -0.7852 0.6255
N -0.9936 -1.4625 0.5917
H 1.3238 -2.3137 2.6454
H -0.2984 -2.8285 2.6091
H 2.0621 -0.7041 1.1147
H 0.9453 -0.1248 -0.1095
H -1.1441 -0.8495 -0.1965
H -1.7248 -2.0992 0.8541
C 0.6490 1.7049 -1.9357
C -1.3558 1.9380 -0.7864
N -0.2973 1.2629 -0.9032
H 1.4302 2.2881 -1.4509
H 0.1713 2.3101 -2.6988
H 1.1107 0.8437 -2.4038
H -2.0652 1.6614 -0.0120
H -1.5919 2.7963 -1.4154

**HOMO energy**: -14.00 eV
**Total charge**: +1
**HOMO-LUMO gap**: 11.14 eV

In elementary charge units, the natural (NBO) charges are: -0.76, 0.68, -0.76, -0.76, 0.42, 0.42, 0.42, 0.45, 0.44, 0.42, -0.45, -0.01, -0.49, 0.22, 0.21, 0.21, 0.18, 0.17



Formula: C3H11N5
Source: OMol25
Level of theory: ωB97M-V with the def2-TZVPD basis set

CARTESIAN COORDINATES (ANGSTROEM)
C 0.8898 -2.0534 -0.6838
N 1.8050 0.7612 0.4978
C 0.6442 0.3081 -0.2451
N 0.1438 -1.0170 -0.0200
H 1.8220 0.3476 1.4244
H 2.6706 0.5219 0.0299
H 0.8086 0.5494 -1.3042
H 0.3626 -3.0024 -0.5726
H 1.8902 -2.1714 -0.2456
H 1.0185 -1.8586 -1.7614
N -2.1994 -0.5131 0.8640
N -0.8586 2.2460 -0.6355
C -0.6655 1.0660 0.1666
N -1.5732 -0.0028 -0.1864
H -2.7724 -1.3102 0.6108
H -1.5889 -0.7090 1.6672
H -1.6966 2.7399 -0.3500
H -0.0512 2.8500 -0.5115
H -0.6494 1.2477 1.2551

**HOMO energy (alpha / beta)**: -7.80 / -8.18 eV
**Total charge**: 0
**HOMO-LUMO gap (alpha / beta)**: 8.30 / 8.91 eV

In elementary charge units, the natural (NBO) charges are: -0.45, -0.85, 0.07, -0.46, 0.36, 0.36, 0.17, 0.20, 0.20, 0.17, -0.57, -0.83, 0.05, -0.04, 0.37, 0.36, 0.36, 0.37, 0.15



Formula: C3H11N5
Source: OMol25
Level of theory: ωB97M-V with the def2-TZVPD basis set

CARTESIAN COORDINATES (ANGSTROEM)
N 1.1949 0.3961 -0.3222
N 1.7384 1.5164 0.3398
C 0.7533 -1.0553 0.5305
C 0.4416 -2.2844 0.0316
H 1.6904 0.2213 -1.1915
H 2.1251 1.2354 1.2408
H 0.9583 2.1589 0.5182
H 1.6419 -1.0719 1.1637
H 1.2148 -2.9989 -0.2018
H -0.5702 -2.5699 -0.2227
C -1.0218 0.7132 -0.1925
N -1.6530 0.1237 -1.2928
N -0.8041 -0.2575 0.9148
N -1.1466 1.9315 0.1928
H -1.7420 0.7483 -2.0813
H -1.2539 -0.7507 -1.6083
H -0.7285 0.2951 1.7656
H -1.5727 -0.9202 1.0041
H -1.2658 2.5690 -0.5889

**HOMO energy**: -6.74 eV
**Total charge**: 0
**HOMO-LUMO gap**: 7.51 eV

In elementary charge units, the natural (NBO) charges are: -0.59, -0.68, 0.12, -0.79, 0.36, 0.32, 0.36, 0.17, 0.22, 0.18, 0.63, -0.84, -0.65, -0.79, 0.39, 0.40, 0.43, 0.42, 0.35



Formula: C3H11N5
Source: OMol25
Level of theory: ωB97M-V with the def2-TZVPD basis set

CARTESIAN COORDINATES (ANGSTROEM)
N -1.2545 -0.9443 -1.4550
C -0.5278 -0.3853 -0.5328
N 0.7540 -0.4234 -0.1865
N 1.7688 -1.1602 -0.9702
C 1.1590 0.4987 0.9075
C -0.1787 0.9163 1.4730
N -1.1032 0.8035 0.3169
N -2.4480 0.9305 0.2245
H -0.8830 -1.1157 -2.3866
H -2.2510 -0.9265 -1.2817
H 1.5709 -2.2712 -0.9983
H 2.5404 -1.2676 -0.3545
H 1.9841 -0.5677 -1.8395
H 1.7717 1.1941 0.4400
H 1.7023 0.0382 1.6064
H -0.6659 0.3284 2.1771
H -0.1869 1.8457 1.8087
H -2.7031 1.7907 -0.2544
H -2.9789 0.7833 1.0868

**HOMO energy**: -17.68 eV
**SMILES**: NC1=[N+]([NH3+])CCN1N
**Total charge**: +2
**HOMO-LUMO gap**: 9.48 eV

In elementary charge units, the natural (NBO) charges are: -0.74, 0.64, -0.22, -0.55, -0.20, -0.22, -0.18, -0.64, 0.45, 0.48, 0.51, 0.46, 0.49, 0.23, 0.24, 0.22, 0.25, 0.41, 0.40



Formula: C3H11N7O
Source: OMol25
Level of theory: ωB97M-V with the def2-TZVPD basis set

CARTESIAN COORDINATES (ANGSTROEM)
C -0.5311 1.5517 -0.8394
C 0.7416 -0.0469 2.2174
C 0.2241 -1.6406 -0.4980
N -0.3518 2.6594 -1.5480
N -1.6906 1.3113 -0.2387
N 0.7430 1.1304 2.2668
N 0.0539 -1.8650 -1.8013
N 0.4071 -0.4750 0.0647
N 0.6691 -1.2246 2.6720
N 0.4635 0.6551 -0.7526
O 0.1978 -2.6705 0.3372
H -1.0986 3.3303 -1.6607
H 0.4999 2.8531 -2.0510
H -2.4536 1.9694 -0.2967
H -1.8300 0.4974 0.3402
H 0.0933 -3.5340 -0.0999
H 1.2030 1.9700 1.9911
H 0.0698 -1.1206 -2.4789
H -0.0958 -2.7891 -2.1794
H 0.8610 -1.3957 3.6570
H 0.4602 -2.0219 2.0743
H 1.3641 0.8559 -1.1760

**HOMO energy**: -17.59 eV
**Total charge**: +2
**HOMO-LUMO gap**: 11.36 eV

In elementary charge units, the natural (NBO) charges are: 0.66, 0.79, 0.76, -0.75, -0.75, -0.56, -0.78, -0.48, -0.78, -0.44, -0.65, 0.44, 0.44, 0.44, 0.44, 0.54, 0.47, 0.43, 0.44, 0.47, 0.47, 0.42



Formula: C3H11NO
Source: OMol25
Level of theory: ωB97M-V with the def2-TZVPD basis set

CARTESIAN COORDINATES (ANGSTROEM)
C 1.1838 0.3391 -1.3058
N 0.0700 0.0679 -0.4025
C -1.1947 0.4467 -1.0150
C 0.1261 -1.3230 0.0185
H 1.0772 1.3176 -1.7724
H 1.3040 -0.3783 -2.1285
H 2.1065 0.3548 -0.7224
H -2.0352 0.2195 -0.3567
H -1.1739 1.5238 -1.1433
H -1.4049 -0.1355 -1.9216
H -0.7167 -1.5206 0.6839
H 1.0705 -1.4975 0.5291
H 0.0083 -2.0662 -0.7855
O -0.1916 1.2686 3.4489
H 0.0237 0.6930 4.1654
H -0.2532 0.6900 2.7080

**HOMO energy**: -8.75 eV
**SMILES**: CN(C)C.O
**Total charge**: 0
**HOMO-LUMO gap**: 9.66 eV

In elementary charge units, the natural (NBO) charges are: -0.42, -0.43, -0.42, -0.42, 0.20, 0.17, 0.20, 0.20, 0.21, 0.16, 0.19, 0.20, 0.16, -0.93, 0.46, 0.47



Formula: C3H11NO
Source: OMol25
Level of theory: ωB97M-V with the def2-TZVPD basis set

CARTESIAN COORDINATES (ANGSTROEM)
C -2.3535 -0.9158 -1.1646
C -1.2571 0.1615 -1.1688
C -0.0324 -0.2436 -0.3756
N 0.9866 0.8846 -0.3167
H -1.8979 -1.7665 -1.6816
H -2.5877 -1.2238 -0.1509
H -3.1839 -0.6380 -1.7866
H -1.6055 1.1336 -0.7990
H -0.9623 0.3134 -2.2099
H -0.2571 -0.5749 0.6169
H 0.4707 -1.0653 -0.8979
H 1.8132 0.5338 -0.7754
H 0.6125 1.5880 -0.9306
O 3.3923 0.6429 4.2439
H 3.3176 -0.1951 3.7611
H 3.5444 1.3653 3.6358

**HOMO energy**: -9.58 eV
**SMILES**: CCCN.O
**Total charge**: 0
**HOMO-LUMO gap**: 10.53 eV

In elementary charge units, the natural (NBO) charges are: -0.60, -0.41, -0.21, -0.83, 0.20, 0.21, 0.21, 0.20, 0.19, 0.18, 0.17, 0.35, 0.34, -0.95, 0.47, 0.47



E_tot / Ha: -339.71288; -339.71820; -394.54744; -394.48944; -393.91563; -578.85484; -250.86354; -250.87347
Relative energy (zero: lowest compared OMol25 entry of this formula, charge and spin) / kcal/mol: 4.3; 0.9; 86.7; 123.1; 47.5; 0.0; 20.8; 14.5